# 1
52
Properties=species:S:1:pos:R:3 method="wB97M-V/def2-TZVPD" multiplicity=5 orbital_gap_ev="7.94 / 6.96" s2=6.06 total_charge=+1 lumo_energy_ev="-3.99 / -5.76"
Ir -0.04788 0.32474 0.20828
O 0.64469 -1.91049 1.18848
C -0.00929 -3.15508 0.82299
C -1.30546 -3.33363 1.58042
C -2.23014 -2.11298 1.48350
C -2.60697 -1.74359 0.07575
C -3.60961 -2.46897 -0.55896
C -4.04404 -2.10836 -1.81844
C -3.47708 -0.99340 -2.41296
C -2.47557 -0.32654 -1.74154
N -2.00883 -0.70184 -0.53774
H 0.58058 -1.77469 2.14522
H 0.67196 -3.98459 1.00840
H -0.18314 -3.08261 -0.25060
H -1.09007 -3.52901 2.63517
H -1.79809 -4.22569 1.18734
H -1.77590 -1.25639 1.96949
H -3.14978 -2.32798 2.02798
H -4.06110 -3.30202 -0.03468
H -4.82593 -2.66805 -2.31628
H -3.80592 -0.63429 -3.37793
H -2.04082 0.56118 -2.17127
F 1.98081 4.67344 1.54824
C 1.15181 4.13534 0.67539
F 0.74516 5.04221 -0.19045
F 1.78376 3.15065 0.01616
S -0.32825 3.43890 1.55137
O -0.88149 2.44585 0.61636
O -1.14299 4.54702 1.88513
N 0.30506 2.75321 2.83518
S 0.59305 1.23013 2.82815
O -0.58594 0.37337 2.69076
O 1.66907 0.80026 1.93257
C 1.19892 0.92508 4.53459
F 0.29095 1.30369 5.40673
F 2.33602 1.55309 4.73993
F 1.38971 -0.39353 4.61423
C 3.59324 -0.11112 -2.61884
C 2.26799 0.17581 -1.98915
N 1.84094 -0.38219 -0.89082
O 2.67672 -1.25572 -0.32773
C 1.35267 1.11448 -2.57271
C 1.65256 1.84255 -3.82553
N 0.20198 1.30178 -1.87889
O -0.60374 2.11850 -2.35245
H 4.22236 -0.69649 -1.95836
H 4.10091 0.82137 -2.86650
H 3.45025 -0.66663 -3.54822
H 2.16211 -1.58655 0.44783
H 2.43993 2.58136 -3.64779
H 0.76783 2.36249 -4.17772
H 2.01698 1.15592 -4.59007

***

# 2
11
Properties=species:S:1:pos:R:3 method="wB97M-V/def2-TZVPD" multiplicity=3 orbital_gap_ev="10.82 / 6.99" s2=2.01 total_charge=+1 lumo_energy_ev="-3.76 / -8.59"
C -0.18464 0.33031 1.07050
N -0.97152 -0.44901 1.77508
N 0.00442 0.24708 -0.17956
Si 1.02806 0.83855 -1.50324
H 0.33836 1.11066 1.62966
H -1.15212 -0.32664 2.76061
H -1.47201 -1.18034 1.26316
H -1.23242 -1.30822 -0.58792
H 0.19333 0.58412 -2.66397
H 1.18396 2.25030 -1.14021
H 2.25101 0.05076 -1.39858

***

# 3
75
Properties=species:S:1:pos:R:3 method="wB97M-V/def2-TZVPD" multiplicity=2 orbital_gap_ev="6.78 / 7.39" s2=0.78 total_charge=+1 lumo_energy_ev="-3.21 / -3.51"
Ir 0.56705 -1.33462 0.47617
C 3.32402 1.08339 -0.92880
Si 3.53130 0.18980 0.70078
C 3.08442 0.94060 2.35573
C 5.39578 -0.00061 0.87150
N 2.48479 -1.29613 0.53071
C 3.05799 -2.60567 0.46560
C 4.42142 -2.88352 0.35223
C 4.89524 -4.18564 0.29356
C 4.03585 -5.27079 0.33992
C 2.67116 -5.04067 0.43438
C 2.25555 -3.73781 0.48490
F 0.88682 -3.50918 0.55167
H 3.78393 2.07366 -0.89752
H 2.29199 1.18701 -1.25145
H 3.85158 0.49496 -1.68565
H 3.38003 1.99201 2.38771
H 3.66699 0.41257 3.11654
H 2.03571 0.86770 2.63022
H 5.74064 1.01869 1.07745
H 5.91403 -0.32938 -0.02971
H 5.70910 -0.61662 1.71544
H 5.13610 -2.08061 0.29795
H 5.96147 -4.34527 0.20657
H 4.41415 -6.28208 0.29607
H 1.94126 -5.83773 0.46313
I -6.92269 -5.86706 0.98052
C -5.19420 -4.72090 0.84970
C -4.66980 -4.13590 1.99813
C -3.51957 -3.37284 1.91134
C -2.90232 -3.19212 0.67557
C -3.42716 -3.78295 -0.47089
C -4.57466 -4.55054 -0.38387
C -1.70818 -2.35983 0.58055
O -1.17958 -2.01430 -0.53289
O -1.11227 -1.88211 1.58829
H -5.15568 -4.27945 2.95320
H -3.09478 -2.91577 2.79531
H -2.92782 -3.65071 -1.42207
H -4.98460 -5.01900 -1.26787
C 0.15152 0.60430 0.33928
C 0.76373 1.73471 0.47684
C 0.90668 3.11442 0.33566
C 0.93262 3.95955 1.46792
C 1.06117 5.32502 1.31772
C 1.17159 5.88548 0.04806
C 1.14707 5.06775 -1.07859
C 1.01999 3.70038 -0.94559
H 0.84473 3.52154 2.45362
H 1.07628 5.96184 2.19244
H 1.27759 6.95635 -0.06342
H 1.22819 5.50434 -2.06556
H 1.00030 3.06619 -1.82255
C -2.69723 3.87520 -0.04233
C -3.81152 2.91655 -0.44505
C -3.81976 1.58621 0.30270
S -2.65383 0.30784 -0.18214
O -1.29978 1.07432 0.01293
C -2.88910 0.23676 -1.97967
C -1.90489 1.09928 -2.77142
C -0.62330 0.36367 -3.13345
H -2.80530 4.81606 -0.58161
H -1.70770 3.47477 -0.25359
H -2.74540 4.09864 1.02511
H -3.80523 2.74346 -1.52379
H -4.77944 3.37680 -0.23170
H -4.77934 1.06793 0.20597
H -3.63157 1.71414 1.37124
H -3.92387 0.54348 -2.14340
H -2.79718 -0.82148 -2.22222
H -1.66909 2.00453 -2.20858
H -2.42543 1.42610 -3.67383
H -0.05815 0.07615 -2.24427
H 0.01642 1.00024 -3.74521
H -0.83586 -0.54314 -3.70168

***

# 4
17
Properties=species:S:1:pos:R:3 method="wB97M-V/def2-TZVPD" orbital_gap_ev=9.43 smiles="C/C=C/C=C/O.O" lumo_energy_ev=0.71
C 2.51253 0.80414 1.56842
C 1.23353 0.35949 0.91892
C -0.00133 0.45680 1.37438
C -1.23725 0.02768 0.65065
C -1.75934 -1.15507 0.95040
O -2.86479 -1.70090 0.33585
H 3.31541 0.19913 1.18124
H 2.72104 1.81668 1.20467
H 2.46217 0.78336 2.64487
H 1.31217 0.03180 -0.11452
H -0.22170 0.96181 2.32403
H -1.59459 0.59136 -0.19905
H -1.51275 -1.82236 1.76712
H -3.00989 -1.21447 -0.48603
O -0.53754 0.20526 -4.40375
H 0.19333 0.24234 -5.02929
H -1.01099 -0.58706 -4.68791

***

# 5
7
Properties=species:S:1:pos:R:3 method="wB97M-V/def2-TZVPD" multiplicity=4 orbital_gap_ev="7.13 / 8.02" s2=3.75 total_charge=+1 lumo_energy_ev="-5.26 / -5.64"
Ti 15.27222 -6.00952 -14.14037
N 16.41177 -6.58783 -16.72080
H 16.95458 -6.90789 -17.51011
H 16.37479 -5.60589 -16.48728
H 17.00445 -6.91653 -15.97194
H 15.48939 -6.96974 -16.56764
Cl 13.36691 -7.38633 -15.83475

***

# 6
13
Properties=species:S:1:pos:R:3 method="wB97M-V/def2-TZVPD" orbital_gap_ev=10.38 smiles="C1=CCC1.O" lumo_energy_ev=1.02
C 0.35940 -0.82839 -0.44293
C -0.63906 -0.12166 -0.98842
C -1.30263 0.17569 0.34214
C -0.12775 -0.63932 0.97127
H 1.21491 -1.37051 -0.83135
H -0.91504 0.08599 -2.01801
H -1.39720 1.21841 0.67642
H -2.27320 -0.31399 0.44294
H 0.51221 -0.10599 1.68844
H -0.43337 -1.58927 1.41357
O 1.97206 1.10297 -0.66748
H 2.01049 1.30194 0.27623
H 1.01917 1.08412 -0.86282

***

# 7
5
Properties=species:S:1:pos:R:3 method="wB97M-V/def2-TZVPD" orbital_gap_ev="7.66 / 8.27" lumo_energy_ev="-1.10 / -0.82"
N -1.81491 0.01296 -0.03546
O -4.33725 -0.87874 -0.00161
S -0.57965 1.00709 -0.03543
S -3.63873 0.38043 -0.04472
H 0.32657 -0.00968 -0.02563